[1]
{"formula": "C4H18O4", "method": "ωB97M-V/def2-TZVPD", "symbols": ["C", "C", "C", "C", "H", "H", "H", "H", "H", "H", "H", "H", "H", "H", "O", "H", "H", "O", "H", "H", "O", "H", "H", "O", "H", "H"], "xyz": [[-0.57678, -0.14748, 1.66885], [-1.30178, -0.70617, 0.43277], [-0.21183, -1.19175, -0.53308], [-0.78453, -1.97692, -1.75290], [0.35116, -0.70806, 1.93427], [-1.03668, 0.14449, 2.62418], [-0.21668, 0.90368, 1.50401], [-1.92452, 0.11703, 0.06051], [-1.77708, -1.60118, 0.80911], [0.37749, -0.30037, -0.78510], [0.54752, -1.81023, -0.07781], [0.09812, -2.19562, -2.32708], [-1.55610, -1.38091, -2.22719], [-1.28691, -2.86968, -1.35213], [-0.93761, 1.12925, -2.29837], [-1.38510, 0.95790, -1.46971], [-0.81359, 0.29309, -2.74656], [2.09112, -2.49261, 1.86457], [1.34111, -1.95048, 2.13805], [1.70710, -2.78322, 1.01443], [1.23407, 2.02684, -1.01448], [1.70836, 2.78033, -1.38190], [0.55180, 1.89592, -1.71258], [0.08459, 2.88240, 1.73130], [0.75604, 2.34589, 2.16455], [0.06311, 2.71544, 0.77460]], "atomic_forces_ev_per_a": [[1.74, 2.14, 0.69], [1.84, -0.46, 1.89], [-0.69, 0.83, -0.81], [0.33, 0.71, 2.05], [-0.94, 0.39, -0.29], [-0.95, -1.12, -0.29], [-0.05, -1.38, -0.68], [-0.39, -0.80, -0.14], [-1.23, 0.01, -0.41], [-0.11, -0.27, -0.52], [-0.25, -0.34, 0.56], [-0.20, -0.43, -0.94], [0.03, -0.11, -0.56], [0.33, 0.05, -0.41], [-0.10, 0.86, -0.62], [-0.12, -0.26, 0.06], [-0.05, -0.24, 0.06], [-0.81, -0.17, -0.84], [0.35, 0.03, 0.61], [0.80, -0.24, 0.41], [-0.36, 0.44, -0.71], [0.34, 0.07, 0.36], [0.14, -0.38, 0.56], [-0.50, 0.74, 0.16], [0.10, 0.10, -0.58], [0.76, -0.17, 0.41]], "e_tot_ha": -464.10672, "molar_mass_g_mol": 130.184, "relative_energy_ev": 1.3835, "smiles": "CCCC.O.O.O.O"}

[2]
{"formula": "C22H29I2N5O2ReS2", "method": "ωB97M-V/def2-TZVPD", "symbols": ["Re", "I", "C", "C", "C", "I", "C", "C", "C", "C", "N", "C", "C", "O", "H", "H", "H", "H", "S", "C", "C", "C", "C", "C", "C", "S", "H", "H", "H", "H", "C", "N", "C", "C", "O", "N", "C", "C", "H", "H", "H", "H", "H", "H", "H", "H", "H", "H", "H", "H", "N", "C", "C", "N", "H", "H", "H", "H", "H", "H", "H", "H", "H"], "xyz": [[0.43058, -0.05719, -0.33599], [4.26406, -2.45201, -2.85606], [2.95221, -3.21230, -1.44992], [3.00095, -4.57904, -1.09063], [2.17195, -5.11435, -0.14330], [2.32954, -7.13816, 0.31579], [1.22620, -4.28363, 0.51822], [0.35600, -4.67764, 1.55527], [-0.46115, -3.74965, 2.14824], [-0.44718, -2.42453, 1.69535], [0.32037, -2.02521, 0.69744], [1.16600, -2.93256, 0.12536], [2.02242, -2.39373, -0.86433], [1.92226, -1.08641, -1.09808], [3.72783, -5.20936, -1.58492], [0.34881, -5.70897, 1.88211], [-1.12669, -4.02689, 2.95297], [-1.08675, -1.67291, 2.14100], [0.95236, 1.78000, -1.53998], [0.16332, 1.59905, -3.09464], [0.42676, 2.48033, -4.14505], [-0.23702, 2.32457, -5.34404], [-1.17134, 1.29829, -5.50646], [-1.43871, 0.42929, -4.46943], [-0.76406, 0.57863, -3.25577], [-1.09124, -0.51115, -1.92046], [1.15389, 3.27129, -4.01049], [-0.03289, 2.99806, -6.16513], [-1.68172, 1.18249, -6.45268], [-2.15737, -0.37243, -4.58473], [-2.85878, 3.10347, -0.68779], [-1.97116, 2.56199, 0.33876], [-0.98595, 3.48656, 0.87185], [-2.00445, 1.27458, 0.70345], [-0.92167, 0.64239, 1.05960], [-3.16532, 0.63844, 0.72657], [-4.43426, 1.32436, 0.96725], [-3.25838, -0.81259, 0.65156], [-2.24890, 3.70349, -1.36425], [-3.64554, 3.73532, -0.27333], [-3.29979, 2.28935, -1.25651], [-1.49691, 4.27117, 1.43238], [-0.40745, 3.93639, 0.06808], [-0.31437, 2.95250, 1.53776], [-4.25729, 2.33839, 1.31253], [-4.96626, 0.78107, 1.74709], [-5.05479, 1.34364, 0.07158], [-2.29765, -1.23783, 0.38738], [-3.97463, -1.07831, -0.12568], [-3.60370, -1.22164, 1.60254], [3.46892, 0.43473, 4.11995], [3.36645, 1.51704, 3.06091], [2.13704, 1.37098, 2.17398], [2.20696, 0.34118, 1.13507], [4.29411, 0.58491, 4.71054], [3.55906, -0.50226, 3.71519], [2.64822, 0.43367, 4.73434], [4.28960, 1.46979, 2.48478], [3.34120, 2.46114, 3.60162], [2.02009, 2.32964, 1.66770], [1.22994, 1.22092, 2.76473], [2.44666, -0.57901, 1.49897], [2.91959, 0.57063, 0.44171]], "atomic_forces_ev_per_a": [[0.26, 0.07, -0.50], [0.01, 0.03, -0.01], [-0.10, -0.08, -0.02], [0.07, -0.05, -0.06], [-0.02, 0.01, 0.01], [0.00, 0.00, 0.00], [0.00, 0.02, 0.01], [-0.03, 0.03, 0.00], [0.02, -0.04, -0.01], [-0.01, 0.03, -0.01], [-0.11, -0.08, 0.14], [0.06, -0.05, -0.05], [0.00, -0.13, 0.13], [0.04, 0.25, 0.18], [-0.01, -0.01, 0.00], [0.00, 0.00, 0.01], [0.00, 0.00, 0.01], [0.03, -0.01, 0.00], [-0.02, 0.07, 0.01], [0.02, 0.07, 0.11], [0.02, 0.06, -0.03], [0.01, 0.01, 0.02], [0.00, -0.02, 0.02], [-0.04, -0.01, -0.03], [-0.04, -0.06, 0.06], [-0.10, -0.04, -0.11], [0.00, 0.00, -0.02], [0.01, 0.01, 0.01], [-0.01, -0.01, 0.00], [0.00, 0.00, -0.02], [0.03, 0.03, -0.02], [0.08, 0.02, 0.04], [0.06, -0.10, 0.06], [0.11, 0.02, -0.08], [0.16, 0.08, 0.12], [-0.33, -0.13, 0.11], [-0.02, -0.02, -0.07], [-0.01, -0.03, -0.01], [-0.02, -0.03, -0.01], [0.03, 0.01, -0.01], [-0.02, 0.01, -0.01], [0.03, 0.04, -0.01], [0.04, 0.01, -0.07], [-0.02, 0.02, 0.02], [-0.01, -0.06, 0.01], [-0.01, -0.02, 0.00], [-0.01, 0.01, 0.00], [-0.10, 0.02, 0.01], [-0.02, 0.00, 0.01], [0.02, 0.00, 0.02], [0.02, -0.06, 0.04], [0.02, -0.01, -0.01], [-0.01, 0.06, -0.08], [0.14, 0.07, 0.12], [-0.07, -0.02, -0.04], [-0.01, 0.09, 0.03], [0.07, 0.00, -0.05], [0.00, 0.02, 0.00], [-0.01, 0.00, 0.01], [-0.06, 0.01, -0.01], [0.01, -0.02, 0.04], [-0.10, -0.01, -0.03], [-0.04, -0.05, 0.02]], "s2": 0.77, "multiplicity": 2, "e_tot_ha": -2749.61139, "molar_mass_g_mol": 899.656, "relative_energy_ev": 0.0000, "charge": 2}